# 1
Formula: C4H6S
Source: the OMol25 dataset
Level of theory: the ωB97M-V functional and the def2-TZVPD basis

Geometry as XYZ:
```
11
Properties=species:S:1:pos:R:3:forces:R:3
H 0.897 0.086 -1.213 0.27 -0.63 1.49
C -0.168 -0.906 0.967 2.92 -7.42 -4.50
S 0.254 0.749 3.112 -1.09 -0.93 -1.70
C 0.615 0.846 -3.301 0.45 -1.65 3.60
H -1.406 0.829 1.405 0.30 -0.39 -0.29
C 0.774 0.370 -2.195 -0.41 1.58 -3.19
H 0.378 1.192 -4.229 -0.30 0.73 -1.91
H 1.328 -0.047 3.028 0.09 -0.06 -0.04
H -0.836 -1.037 0.127 0.41 -1.11 -0.41
H 0.806 -1.471 1.064 -1.34 1.03 -0.26
C -0.580 0.156 1.622 -1.31 8.85 7.22
```
Forces are in eV/Å.

Total charge ... 0
Kohn-Sham gap (alpha / beta) ... 6.08 / 8.24 eV
HOMO energy (alpha / beta) ... -0.1923 / -0.3897 hartree
E_LUMO (alpha / beta) ... 0.85 / -2.36 eV
<S²> ... 2.008
E_tot ... -15072.837 eV
Spin multiplicity ... 3
Energy relative to the best compared isomer or geometry (same formula, charge and spin) ... 232.5 kJ/mol


# 2
Formula: C42H51BIN12OPr
Source: the OMol25 dataset
Level of theory: the ωB97M-V functional and the def2-TZVPD basis

Geometry as XYZ:
```
109
Properties=species:S:1:pos:R:3:forces:R:3
C -4.593 0.634 -5.166 0.12 -0.08 0.08
H 1.913 -0.228 2.445 0.36 0.20 0.07
H -2.457 -6.915 -1.679 -0.04 -0.10 -0.02
H -2.471 0.211 4.140 0.16 -0.08 0.12
H -2.027 -3.345 -1.889 -0.11 -0.05 -0.09
C 3.434 2.063 -2.612 -0.11 0.59 0.73
H 0.411 4.897 4.699 -0.23 0.25 0.05
C -1.861 -0.599 4.540 -0.10 -0.13 -0.26
C -2.312 -5.975 0.871 0.07 0.07 -0.11
I -2.486 -2.367 3.484 -0.07 0.22 0.25
N 0.418 3.547 3.083 0.07 0.39 0.23
H 0.066 -4.477 1.651 0.11 -0.02 0.12
N 2.115 1.142 -0.994 -0.01 0.09 -0.46
H 6.818 -2.964 3.247 0.15 -0.06 0.04
N 0.452 -0.623 5.215 0.16 0.06 0.06
H -3.177 -5.319 -1.612 -0.14 0.10 -0.07
H -4.729 1.569 3.140 -0.23 -0.03 0.02
C 3.094 3.454 -0.647 0.08 -0.06 0.04
N 3.019 0.813 -3.000 0.00 -0.21 -0.08
N -1.910 2.975 2.360 -0.25 0.30 0.20
C 1.959 3.310 4.645 -0.04 -0.10 -0.19
H 1.807 -0.662 -2.061 -0.06 -0.09 -0.05
C -0.225 5.392 -1.084 -0.04 -0.19 0.02
C 3.674 -2.321 2.195 -0.19 0.17 -0.10
C -3.484 -1.592 -5.345 0.03 0.20 0.07
H 0.424 3.497 -2.058 0.10 -0.07 -0.04
H -3.217 -5.372 0.895 -0.15 0.05 -0.01
C -3.262 -0.114 -5.023 0.00 -0.03 -0.20
N -0.224 -1.456 0.219 -0.23 -0.21 -0.28
C -2.700 1.323 -3.013 0.11 -0.18 0.06
C -0.996 -1.811 -0.827 0.05 -0.29 0.12
C 2.108 2.354 3.650 -0.03 0.12 0.13
H 4.701 -4.111 2.730 0.01 -0.12 -0.02
H -1.662 -5.586 -2.500 0.05 0.05 -0.16
N -1.416 0.526 -1.152 0.01 -0.22 -0.05
C -2.046 -0.942 -2.937 0.10 0.07 0.26
H -3.223 2.156 -3.450 -0.01 0.17 -0.09
N 1.172 2.496 2.702 0.20 0.05 -0.09
H -5.080 0.317 -6.084 -0.05 0.03 -0.11
C 0.128 -2.436 1.052 0.21 -0.16 0.23
C 4.375 4.222 -2.557 0.00 -0.11 -0.15
H 4.953 5.007 -3.016 0.08 0.10 -0.05
H 2.754 -2.835 1.969 -0.13 -0.09 -0.06
H 3.988 5.384 -0.806 0.04 0.00 0.10
C 3.752 -0.940 2.061 0.29 -0.11 0.06
C -3.771 1.855 2.760 0.12 -0.04 -0.12
C -2.036 1.504 -1.815 -0.21 0.31 -0.07
C -1.396 -3.128 -1.046 0.09 0.22 0.05
N -0.452 4.375 0.863 -0.12 0.35 0.18
C 4.779 -3.042 2.615 0.00 0.03 0.09
H 0.732 -2.140 1.899 -0.04 -0.01 0.00
C -1.484 -0.708 -1.686 -0.09 0.25 -0.27
C -1.027 -4.149 -0.175 0.25 0.37 0.10
N -1.831 1.840 1.641 -0.56 0.16 0.01
H -2.545 -2.133 -5.428 0.09 -0.13 0.03
H -1.787 -5.834 1.811 0.10 -0.03 0.15
O -0.027 -0.017 3.107 0.14 -0.14 -0.32
H -5.263 0.413 -4.339 -0.12 -0.01 0.09
C -3.062 3.007 3.042 -0.07 -0.27 -0.10
H 2.566 3.442 5.513 0.15 0.09 0.26
H -2.650 0.448 -7.014 -0.03 0.00 -0.18
H -4.447 1.708 -5.229 -0.04 0.14 0.04
H 2.710 3.609 0.352 -0.10 0.05 0.00
H 6.971 -0.504 2.990 0.16 0.04 0.00
C -2.232 -5.855 -1.614 0.13 0.10 0.20
C -0.242 -3.757 0.910 -0.04 0.14 -0.25
C -2.245 0.486 -6.008 -0.08 -0.07 0.06
H 2.864 1.591 3.616 0.06 -0.17 -0.16
H 0.368 -6.411 0.589 0.10 -0.01 0.10
C -2.677 0.078 -3.643 0.11 0.13 0.35
C -0.409 -0.376 4.226 -0.09 -0.19 0.28
H 3.281 0.354 -3.859 -0.12 -0.11 0.13
H 1.442 -0.476 5.077 -0.11 -0.01 -0.03
H -3.145 0.224 1.364 0.06 -0.07 0.02
H -0.226 6.134 -1.854 0.03 0.15 -0.17
H -1.209 5.043 2.864 -0.16 0.32 0.16
H -2.020 2.486 -1.354 0.03 -0.11 0.01
H -4.109 -2.058 -4.588 -0.08 -0.16 0.07
H 0.150 -0.917 6.130 -0.05 0.03 -0.07
N -0.020 3.436 -0.004 -0.02 -0.16 -0.24
C 5.969 -2.397 2.906 0.02 -0.02 -0.01
H -3.994 -1.685 -6.299 -0.03 0.00 -0.13
H 2.936 0.818 1.635 -0.21 -0.32 0.13
C -1.438 -5.594 -0.334 -0.08 -0.23 -0.01
H -1.310 -0.069 -5.991 0.12 -0.06 -0.01
H -1.987 -1.932 -3.351 -0.07 -0.16 -0.08
C 2.249 0.319 -2.013 -0.10 -0.27 0.09
C -2.958 1.161 1.866 -0.10 0.13 -0.07
H -2.036 1.523 -5.758 0.03 0.13 -0.04
C 3.827 4.431 -1.287 0.01 -0.06 0.14
C 0.109 4.046 -1.187 -0.04 0.08 0.11
H -3.324 3.828 3.676 0.04 0.27 0.09
H 0.498 -6.156 -1.153 0.09 0.00 -0.08
Pr 0.296 1.049 0.782 0.08 -0.83 0.04
C 6.056 -1.023 2.758 -0.02 0.00 0.00
C -0.578 5.555 0.240 0.05 -0.12 -0.21
H -0.917 6.433 0.751 -0.07 0.12 0.23
C 4.954 -0.299 2.338 -0.18 0.04 -0.10
H 5.016 0.777 2.227 0.07 0.08 0.02
H -2.597 -7.019 0.794 -0.06 -0.14 0.02
H 4.647 2.868 -4.206 0.05 0.02 -0.12
C 0.870 4.050 4.238 0.19 -0.15 0.04
H -2.055 -0.760 5.596 0.00 0.00 -0.05
C -0.171 -6.464 -0.353 -0.12 0.11 -0.02
N 2.606 -0.152 1.693 -0.14 0.16 0.17
C 2.867 2.260 -1.335 0.47 0.29 -0.57
H -0.448 -7.500 -0.520 -0.02 -0.14 -0.01
C 4.205 3.034 -3.236 -0.01 -0.02 -0.01
B -0.818 4.073 2.326 0.22 -0.61 -0.31
```
Forces are in eV/Å.

Total charge ... +2
Kohn-Sham gap (alpha / beta) ... 8.00 / 8.03 eV
HOMO energy (alpha / beta) ... -0.4820 / -0.4821 hartree
E_LUMO (alpha / beta) ... -5.11 / -5.09 eV
<S²> ... 2.001
E_tot ... -87153.009 eV
Spin multiplicity ... 3
Energy relative to the best compared isomer or geometry (same formula, charge and spin) ... 21.1 kJ/mol


# 3
Formula: H16O8
Source: the OMol25 dataset
Level of theory: the ωB97M-V functional and the def2-TZVPD basis

Geometry as XYZ:
```
24
Properties=species:S:1:pos:R:3:forces:R:3
O -0.317 -0.443 -0.432 0.05 0.06 0.65
H 2.121 -3.158 -1.955 -0.08 0.11 -0.09
H 1.714 1.627 1.505 0.10 0.02 0.08
O -0.778 2.809 2.810 -0.12 -0.26 -0.20
O -1.764 0.247 1.895 -0.30 -0.14 0.24
H -1.746 -0.308 2.687 -0.01 0.10 -0.15
H -0.657 -0.362 0.485 0.10 0.21 -0.52
H 3.000 0.509 -0.961 -0.07 0.00 0.14
H -0.761 3.466 2.106 0.01 -0.06 0.07
H 2.511 -0.940 -0.775 0.08 0.26 0.04
H -2.716 -2.532 -1.484 0.00 0.04 0.07
H 1.929 2.399 2.804 -0.12 0.00 -0.13
H -1.205 2.021 2.420 0.24 0.35 0.15
O 2.378 2.123 1.997 0.00 0.00 0.03
O 1.901 -2.271 -2.269 0.38 0.08 0.19
O 2.614 -0.089 -0.310 -0.18 -0.38 -0.21
H -1.226 0.549 -1.928 -0.12 -0.12 -0.13
H -2.694 0.263 1.619 0.23 -0.09 -0.04
H 2.695 -1.967 -2.729 -0.17 -0.19 -0.10
H -1.772 -0.148 -3.176 0.04 0.06 0.03
O -1.799 0.689 -2.702 0.10 0.03 0.12
O -2.403 -2.391 -0.585 0.29 0.32 -0.01
H 0.649 -0.348 -0.354 -0.16 0.06 -0.13
H -1.673 -1.743 -0.667 -0.27 -0.45 -0.10
```
Forces are in eV/Å.

Total charge ... 0
Kohn-Sham gap ... 11.01 eV
HOMO energy ... -0.4005 hartree
E_LUMO ... 0.11 eV
E_tot ... -16640.267 eV
Structure (SMILES) ... O.O.O.O.O.O.O.O
Energy relative to the best compared isomer or geometry (same formula, charge and spin) ... 168.2 kJ/mol